1) 7
Properties=species:S:1:pos:R:3 method="wB97M-V/def2-TZVPD" homo_lumo_gap_ev=9.899 smiles=Cl[C@@H]1CS1 charge=0
C 0.19 0.17 0.53
H 1.28 0.38 0.61
S -0.84 -0.92 1.53
H -0.47 0.88 0.03
Cl 1.08 -2.31 -0.61
H -0.91 -0.98 -1.05
C -0.10 -1.17 -0.26



2) 7
Properties=species:S:1:pos:R:3 method="wB97M-V/def2-TZVPD" homo_lumo_gap_ev=10.137 charge=0
Cl -1.08 0.72 -1.59
H 1.20 -1.03 0.80
S -0.63 0.46 1.45
H -0.60 -1.46 -0.40
H 0.93 1.28 -0.39
C -0.03 0.71 -0.22
C 0.21 -0.68 0.35



Best to worst by energy: 1), 2).



1) 20
Properties=species:S:1:pos:R:3 method="wB97M-V/def2-TZVPD" homo_lumo_gap_ev="8.977 / 7.130" charge=+1
C 0.14 -1.20 0.26
N -0.93 -0.34 0.27
H 2.61 0.92 -1.24
H -0.52 -3.23 0.04
N -2.18 1.55 0.72
H 1.13 2.01 -1.47
H -3.00 1.12 0.33
O 1.17 -0.92 1.10
H -1.76 -0.70 -0.16
H -0.42 -2.32 -1.46
H -2.25 2.53 0.98
C -0.99 0.92 0.75
C 1.64 1.09 -1.67
H 0.95 1.03 1.32
C 0.06 -2.47 -0.50
H 1.33 0.48 -2.50
N 0.10 1.56 1.19
H 1.85 -1.61 1.05
H 1.05 -2.87 -0.67
H 0.02 2.45 1.64



2) 20
Properties=species:S:1:pos:R:3 method="wB97M-V/def2-TZVPD" homo_lumo_gap_ev=10.683 charge=+1
H -3.70 0.54 -0.37
H -2.41 2.63 0.07
O -1.57 2.07 0.10
H 3.97 -0.03 -0.55
H 3.72 -0.02 1.03
C -1.63 0.80 0.16
H 3.16 -1.47 0.39
H -2.85 -1.72 -0.94
H -3.70 -1.66 0.59
H -0.41 0.29 0.11
N -2.79 0.22 -0.08
H 0.98 2.05 0.15
H 2.63 1.99 -0.55
C -2.89 -1.25 -0.04
H 0.75 -1.43 0.03
N 0.80 -0.43 -0.02
C 1.91 0.23 -0.12
C 3.31 -0.36 0.13
H -2.03 -1.76 0.35
N 1.85 1.56 -0.16



Best to worst by energy: 2), 1).



1) 17
Properties=species:S:1:pos:R:3 method="wB97M-V/def2-TZVPD" homo_lumo_gap_ev=9.754 smiles=CCN.CSS charge=0
S -2.98 -2.28 -2.16
N 0.13 1.56 0.95
C -1.54 -1.83 -1.05
H -0.30 0.80 1.46
H 2.29 3.00 2.15
H 1.73 3.43 0.46
S -2.85 -4.29 -2.47
C 2.26 2.75 1.09
C 1.64 1.32 0.99
H 2.11 0.71 1.76
H -2.02 -1.71 -0.09
H 1.84 0.87 0.02
H 3.32 2.61 0.85
H -0.95 -2.75 -1.08
H -3.64 -4.65 -1.45
H -0.10 1.45 -0.04
H -0.95 -0.98 -1.37



2) 17
Properties=species:S:1:pos:R:3 method="wB97M-V/def2-TZVPD" homo_lumo_gap_ev=8.494 smiles=CNC.CSS charge=0
H 0.91 2.23 2.05
C 0.52 2.77 -1.20
S 0.61 -2.20 -0.54
N 1.01 2.04 -0.06
H 0.02 3.51 1.21
C 0.90 2.85 1.16
C -2.06 -1.46 -0.16
H -0.55 2.85 -1.27
H 0.72 2.26 -2.18
H 1.00 3.76 -1.22
H 0.21 -3.38 -0.06
S -0.55 -0.93 0.75
H 1.71 3.58 1.14
H -2.90 -0.92 0.26
H -2.09 -2.54 -0.27
H -1.94 -1.06 -1.18
H 0.52 1.15 -0.06



Best to worst by energy: 1), 2).



1) 6
Properties=species:S:1:pos:R:3 method="wB97M-V/def2-TZVPD" homo_lumo_gap_ev="7.981 / 7.981" charge=0
F 1.40 -1.46 0.30
S 1.47 0.08 -0.40
O -0.11 0.23 -0.64
Cl -1.79 -0.35 -0.05
O -2.94 0.60 0.15
O 1.98 0.90 0.64



2) 6
Properties=species:S:1:pos:R:3 method="wB97M-V/def2-TZVPD" homo_lumo_gap_ev="5.867 / 5.863" charge=0
F -0.61 -1.01 -1.58
O -1.65 0.80 -0.22
O 0.93 -1.09 1.24
Cl 1.12 -0.21 2.55
O 0.57 1.15 -1.35
S -0.37 0.35 -0.65



Best to worst by energy: 1), 2).



1) 14
Properties=species:S:1:pos:R:3 method="wB97M-V/def2-TZVPD" homo_lumo_gap_ev=9.497 smiles="O=CC1(S)[C@@H](S)[C@@H]1S" charge=0
H 2.56 -0.57 0.48
C 0.81 1.53 0.88
C -0.10 0.67 -0.02
H 0.30 -1.00 1.35
H 0.04 -0.83 -1.53
O 1.52 1.04 1.72
H -2.16 1.77 0.15
S 2.25 -0.93 -0.79
C 0.52 -0.53 -0.62
C -0.35 -0.78 0.51
H 0.76 2.64 0.77
H -1.70 -2.69 0.91
S -1.33 1.60 -0.91
S -1.99 -1.47 0.42



2) 14
Properties=species:S:1:pos:R:3 method="wB97M-V/def2-TZVPD" homo_lumo_gap_ev=7.743 smiles="COC(=S)C(=S)SC" charge=0
H -3.67 -1.50 -0.16
C -2.78 -0.66 0.10
S 1.90 -2.30 0.73
H 0.72 1.37 -0.73
S -1.08 -1.17 -0.59
H 2.43 2.07 0.32
H -3.12 0.37 -0.57
H -2.65 -0.59 1.36
H 2.56 1.50 -1.79
C 0.08 -0.39 0.35
S -0.32 0.58 1.57
C 1.98 1.44 -0.62
O 2.41 0.05 -0.21
C 1.53 -0.76 0.25



Best to worst by energy: 1), 2).



1) 2
Properties=species:S:1:pos:R:3 method="wB97M-V/def2-TZVPD" homo_lumo_gap_ev=7.306 charge=0
O 0.14 -0.61 0.72
O -0.14 0.61 -0.72



2) 2
Properties=species:S:1:pos:R:3 method="wB97M-V/def2-TZVPD" homo_lumo_gap_ev=7.883 smiles="O=O" charge=0
O 0.50 -0.14 0.29
O -0.50 0.14 -0.29



Best to worst by energy: 2), 1).



1) 2
Properties=species:S:1:pos:R:3 method="wB97M-V/def2-TZVPD" homo_lumo_gap_ev=7.339 charge=0
O -0.44 -0.76 0.33
O 0.44 0.76 -0.33



2) 2
Properties=species:S:1:pos:R:3 method="wB97M-V/def2-TZVPD" homo_lumo_gap_ev=7.880 smiles="O=O" charge=0
O 0.00 0.00 -0.60
O 0.00 0.00 0.60



Best to worst by energy: 2), 1).



1) 17
Properties=species:S:1:pos:R:3 method="wB97M-V/def2-TZVPD" homo_lumo_gap_ev=9.732 smiles="c1nncs1.C=C=CC" charge=0
H -1.86 2.52 0.77
S 2.50 1.43 -0.42
N 1.71 -1.04 -0.32
H -0.80 -0.47 -1.61
H -2.55 -1.30 -1.43
C -1.48 -1.28 -1.12
H 2.58 1.01 2.08
C -1.68 -0.78 0.28
H -2.18 -1.56 0.98
C 2.22 0.56 1.10
C -1.53 0.45 0.67
C -1.35 1.73 1.01
H -0.97 -2.20 -1.06
H 1.96 -0.37 -2.18
C 1.97 -0.12 -1.16
H -0.41 2.08 1.48
N 1.89 -0.67 0.91



2) 17
Properties=species:S:1:pos:R:3 method="wB97M-V/def2-TZVPD" homo_lumo_gap_ev=8.969 smiles="CC=C=NCCN=C=S" charge=0
H -0.70 2.15 -1.55
H -1.29 2.76 0.43
N -1.51 0.94 0.91
H 0.75 2.59 -0.77
C 0.29 -1.74 -0.16
C -2.03 -0.01 0.39
H -0.43 -2.53 -0.26
C 1.75 -2.11 0.31
H 1.73 -2.44 1.36
C 0.22 -0.59 -0.76
N 0.27 0.50 -1.27
S -2.94 -1.24 0.09
C 0.00 1.86 -0.77
H 2.18 -1.14 0.26
C -0.68 1.97 0.60
H 2.28 -2.93 -0.20
H 0.12 1.98 1.38



Best to worst by energy: 2), 1).